# 1
Formula: C28H35Br2F7N3O21
Source: OMol25
Level of theory: wB97M-V/def2-TZVPD

Output
- Total energy: -236171.07089 eV
- Kohn-Sham gap: 6.8 eV
- Strongest force on any atom: 2.537 eV/Å
- Total charge: +1

Each line ends with the Mulliken charge.
CARTESIAN COORDINATES (ANGSTROEM)
C -2.91814 2.80022 0.40459  -1.2143
C -1.96896 1.81293 -0.32501  -0.2136
Br -1.09140 0.73178 1.11624  0.0715
C -2.78623 0.81915 -1.26240  -0.5769
Br -3.26237 -0.79963 -0.18389  -0.0950
C -1.92650 0.29826 -2.46612  -0.1199
C -1.91284 1.42890 -3.55382  -0.0357
C -0.57741 1.59252 -4.36136  -0.6662
N 0.52744 0.64934 -4.01820  -0.3306
C 0.10506 -0.46136 -3.23837  0.0978
N 0.36800 -1.71059 -3.54814  0.1017
N -0.60340 -0.17474 -2.01303  0.0152
H -3.35031 3.45506 -0.36743  0.0930
H -2.40209 3.43264 1.14952  0.4013
H -3.70301 2.22531 0.94525  0.3569
H -1.13259 2.33431 -0.82538  0.5223
H -3.70644 1.34084 -1.57951  0.5719
H -2.50212 -0.55369 -2.88637  0.5106
H -2.19829 2.43569 -3.17271  -0.3270
H -2.71204 1.17224 -4.28637  0.4154
H -0.18898 2.61684 -4.16372  0.4292
H -0.75266 1.56961 -5.45794  0.2696
H 1.16898 1.17285 -3.41704  0.3861
H 0.04041 -2.18146 -4.39563  0.1648
H 1.01422 -2.20996 -2.90611  0.2257
H -0.05635 0.56120 -1.56190  0.2588
C -0.03997 1.73238 4.40598  0.0936
C 0.50041 0.82052 5.46427  0.4599
O 1.79510 1.35285 5.70430  -0.3435
C 1.71124 2.68311 5.43013  0.5909
O 2.52123 3.48406 5.76047  -0.5189
O 0.58496 2.97632 4.72887  -0.3234
F 0.62998 -0.45196 4.99975  -0.2497
H 0.25580 1.42999 3.40076  -0.2503
H -1.12356 1.81617 4.44157  0.1941
H -0.07453 0.81683 6.39081  0.2934
C 5.14327 2.08718 3.89744  -0.0544
C 5.00987 3.04747 2.75191  0.3333
O 6.26966 2.94555 2.10973  -0.3257
C 6.71838 1.68333 2.35376  0.5939
O 7.60027 1.16032 1.75868  -0.5039
O 6.01907 1.09483 3.35688  -0.3350
F 4.84073 4.31824 3.18487  -0.2773
H 5.60711 2.54457 4.77322  0.2795
H 4.19059 1.65129 4.19272  -0.0180
H 4.21695 2.79593 2.04216  0.2898
C -4.38188 6.14847 -3.98027  -0.4242
C -4.96832 6.48989 -2.64142  0.2557
O -4.34503 5.54757 -1.78030  -0.2651
C -3.14011 5.26645 -2.33649  0.6439
O -2.24762 4.72754 -1.76180  -0.5124
O -3.07728 5.68091 -3.62462  -0.3071
F -6.30520 6.28555 -2.62084  -0.2822
H -4.93059 5.34914 -4.48303  0.2700
H -4.32409 7.00813 -4.64519  0.2753
H -4.74740 7.50219 -2.29574  0.3068
C 4.48655 -3.74988 -0.82952  -0.4401
C 3.82117 -4.91998 -0.16670  0.2982
O 2.43968 -4.67417 -0.41239  -0.1897
C 2.38772 -3.98172 -1.57231  0.5994
O 1.39051 -3.83686 -2.21738  -0.6949
O 3.59316 -3.47989 -1.91623  -0.2867
F 4.03430 -4.91540 1.16738  -0.2727
H 4.54093 -2.87617 -0.17691  0.2902
H 5.48662 -3.98304 -1.18923  0.2939
H 4.09767 -5.89290 -0.57894  0.2728
C 2.27369 -4.71871 -7.32957  -0.4111
C 3.00464 -3.40817 -7.31099  0.3375
O 1.95236 -2.46411 -7.44231  -0.2797
C 0.85673 -3.04116 -6.89127  0.7062
O -0.13286 -2.44854 -6.58897  -0.5978
O 1.02643 -4.37237 -6.72083  -0.2978
F 3.83543 -3.28931 -8.37015  -0.2754
H 2.09536 -5.08192 -8.34355  0.2898
H 2.78626 -5.49394 -6.76304  0.2711
H 3.55807 -3.21226 -6.38907  0.2453
C -0.00723 -5.34399 1.93042  -0.2783
C 0.78982 -4.27535 2.60709  0.5330
O 0.47604 -4.45373 3.97297  -0.3019
C 0.18913 -5.78136 4.11869  0.5558
O 0.13945 -6.34381 5.15687  -0.4825
O -0.02195 -6.37818 2.91094  -0.3447
F 0.37776 -3.03675 2.22154  -0.2744
H -1.03209 -5.03134 1.71647  0.2912
H 0.45491 -5.68585 1.00617  0.2195
H 1.86969 -4.36317 2.46697  0.0806
C -5.33794 0.55210 6.06401  -0.4778
C -4.53738 0.55040 4.79405  0.3189
O -3.28572 1.06601 5.21576  -0.2008
C -3.15186 0.71327 6.52485  0.5637
O -2.12794 0.74338 7.12349  -0.4965
O -4.33345 0.31630 7.05256  -0.3372
F -5.06835 1.38939 3.86881  -0.2824
H -5.81589 1.51573 6.25331  0.2902
H -6.09744 -0.22747 6.08224  0.2970
H -4.39496 -0.43817 4.35100  0.2670

Cartesian forces, eV/Å:
C 0.01 -0.46 -0.19
C -0.79 -0.40 0.98
Br 0.95 1.10 -0.19
C 1.63 -0.44 1.00
Br -1.17 0.38 -1.23
C -2.14 0.92 -0.05
C -0.03 0.08 -0.87
C -0.35 1.40 0.03
N -1.21 -1.07 -0.11
C -0.21 1.35 0.79
N 0.03 0.35 0.27
N 2.09 -0.48 -1.35
H -0.05 -0.30 0.56
H -0.06 -0.38 -0.52
H 0.44 0.35 -0.45
H -0.60 -0.23 0.04
H 0.42 -0.59 -0.05
H 0.72 0.25 0.29
H 0.34 -0.77 0.16
H 0.48 0.12 0.54
H -0.21 -0.70 -0.16
H 0.11 -0.36 0.74
H 0.28 -0.38 -0.18
H 1.16 0.65 -0.67
H -1.72 -0.84 0.29
H -0.63 0.28 0.17
C -0.58 0.25 -0.29
C 0.20 -0.58 0.06
O -0.35 0.30 -0.02
C 0.31 0.50 0.05
O 0.07 -0.07 -0.15
O 0.25 -0.30 0.23
F 0.03 0.03 0.05
H 0.15 -0.14 0.13
H 0.08 0.21 0.06
H 0.10 -0.16 -0.11
C -0.38 -0.35 0.57
C 0.21 0.67 0.23
O -0.41 -0.41 -0.01
C 0.55 -0.34 -0.09
O -0.04 0.03 0.00
O -0.03 0.30 -0.30
F -0.05 -0.04 -0.19
H -0.05 0.18 -0.14
H 0.14 -0.18 -0.04
H -0.01 0.16 0.01
C 0.04 0.24 -0.70
C -0.69 -0.12 0.09
O 0.43 0.28 -0.21
C 0.32 -0.07 -0.01
O 0.04 -0.06 -0.32
O -0.14 -0.10 0.41
F 0.11 0.04 0.10
H -0.11 0.03 0.19
H 0.24 -0.06 0.06
H -0.13 -0.05 0.06
C 0.73 0.28 -0.09
C 0.17 -0.07 0.72
O 0.22 0.00 -0.68
C -0.11 0.04 0.03
O 0.23 0.16 0.14
O -0.50 -0.22 0.13
F -0.13 -0.10 -0.08
H -0.10 -0.14 0.11
H -0.15 0.04 -0.22
H -0.06 -0.02 0.14
C 0.10 -0.74 0.07
C 0.35 0.13 -0.63
O -0.13 -0.25 0.53
C -0.32 -0.02 -0.20
O 0.05 0.03 0.31
O 0.08 0.47 0.00
F -0.01 0.09 0.14
H 0.09 0.19 -0.03
H -0.22 0.04 0.13
H 0.08 0.08 -0.11
C -0.21 -0.55 -0.67
C -0.18 0.66 0.23
O 0.23 -0.39 -0.46
C -0.19 -0.50 0.62
O -0.06 0.08 -0.08
O 0.17 0.43 0.18
F 0.16 0.07 -0.02
H 0.08 0.21 0.09
H 0.00 -0.18 0.14
H -0.03 0.19 -0.03
C -0.61 -0.21 0.33
C -0.10 0.45 -0.37
O -0.18 -0.46 0.07
C 0.25 0.00 0.68
O -0.13 0.10 -0.10
O 0.24 0.12 -0.42
F 0.12 -0.09 -0.05
H 0.11 0.04 -0.19
H 0.17 -0.06 0.17
H -0.02 0.11 -0.13

# 2
Formula: C28H35Cl2F5O24
Source: OMol25
Level of theory: wB97M-V/def2-TZVPD

Output
- Total energy: -117373.28583 eV
- Kohn-Sham gap: 10.9 eV
- Strongest force on any atom: 7.302 eV/Å

Each line ends with the Mulliken charge.
CARTESIAN COORDINATES (ANGSTROEM)
O 20.65672 6.00343 -16.10516  -0.5591
C 19.89631 6.93460 -15.97498  0.7034
O 20.10313 7.83770 -15.07404  -0.2934
C 18.97343 8.69587 -15.12363  -0.4296
C 18.33037 8.51840 -16.53396  0.3562
F 18.97173 9.19497 -17.48696  -0.2796
O 18.68185 7.12668 -16.58054  -0.3259
H 18.26571 8.48306 -14.32243  0.1877
H 19.24624 9.72643 -14.89642  0.3313
H 17.25989 8.68399 -16.65537  0.3084
O 14.76878 9.93815 -11.54424  -0.5342
C 13.59203 9.99059 -11.40499  0.6421
O 12.81849 9.14016 -10.70046  -0.3355
C 11.43208 9.44061 -10.90341  -0.4533
C 11.56071 10.90330 -11.25485  0.2799
F 11.45964 11.52140 -10.11506  -0.2934
O 12.84081 11.04000 -11.81793  -0.2825
H 11.04217 8.90376 -11.76820  0.2806
H 10.80991 9.17886 -10.04754  0.3106
H 10.71444 11.20872 -11.87018  0.3841
O 5.99269 17.67210 -12.47572  -0.5983
C 7.07283 16.99443 -12.20934  0.6489
O 8.05996 17.39582 -11.41131  -0.2989
C 9.14812 16.58543 -11.51613  -0.4226
C 8.56651 15.38510 -12.07090  0.2281
F 8.11314 14.70160 -10.96592  -0.3070
O 7.45031 15.84104 -12.73552  -0.2891
H 9.80934 16.93975 -12.30692  0.3171
H 9.60993 16.39176 -10.54798  0.3141
H 9.02486 14.75788 -12.83550  0.4052
O 9.81572 7.76288 -24.01186  -0.5352
C 9.94067 8.28542 -22.93435  0.6939
O 8.99474 8.96762 -22.38448  -0.3234
C 9.45537 9.32156 -21.06900  -0.4717
C 10.91280 9.51173 -21.30740  0.3515
F 11.53210 9.27209 -20.14988  -0.2586
O 11.08568 8.48443 -22.20655  -0.3257
H 8.87722 10.20521 -20.79879  0.2575
H 9.16104 8.51125 -20.40203  0.2699
H 11.09392 10.52867 -21.65546  0.3419
O 19.14442 14.00491 -22.95552  -0.4859
C 19.16808 14.17464 -21.77962  0.5718
O 20.19059 13.88652 -20.95051  -0.3208
C 19.64711 13.65062 -19.70344  -0.4710
C 18.49870 14.63765 -19.70220  0.3009
F 18.98737 15.81938 -19.31162  -0.2860
O 18.06800 14.60718 -21.03446  -0.2741
H 19.25915 12.63754 -19.59729  0.3081
H 20.29868 13.77962 -18.83920  0.3213
H 17.70156 14.34634 -19.01821  0.3346
C 3.66677 10.51611 -15.46025  -1.4349
C 4.77499 11.55162 -15.27786  0.4221
C 5.55187 11.33196 -14.01977  -0.3822
O 6.81541 10.96423 -14.44229  -0.2953
C 6.99460 11.14510 -15.76532  0.6496
O 8.06870 11.04327 -16.36903  -0.5572
O 5.70303 11.34370 -16.32888  -0.3438
H 2.95079 10.52632 -14.63844  0.3830
H 4.18027 9.56689 -15.30727  0.3725
H 3.13930 10.61840 -16.40862  0.3307
H 4.40806 12.57488 -15.35794  0.2714
H 4.96532 10.58649 -13.48280  0.3121
H 5.60999 12.27228 -13.47158  0.2716
C 13.97233 15.35079 -25.28918  -1.4058
C 14.16447 15.81827 -23.78011  0.5739
C 13.38223 17.05492 -23.37494  -0.4137
O 12.83346 16.70302 -22.13622  -0.3266
C 12.98469 15.38682 -21.87868  0.6525
O 12.56861 14.81724 -20.84481  -0.5794
O 13.70211 14.81109 -22.91611  -0.3148
H 14.11987 16.12270 -26.04448  0.3892
H 13.00204 14.90320 -25.50434  0.3625
H 14.77496 14.63499 -25.46676  0.3488
H 15.21245 16.09230 -23.65867  0.1752
H 12.69213 17.34629 -24.16675  0.2489
H 13.95964 17.95500 -23.16389  0.2877
C 16.02055 5.38595 -12.48984  -1.3278
C 15.32576 5.14517 -13.88876  0.5267
C 14.19319 4.14342 -13.85613  -0.4680
O 13.02022 4.94467 -14.03221  -0.3303
C 13.37455 6.12503 -14.48627  0.6160
O 12.62520 6.91968 -14.99802  -0.6094
O 14.66705 6.33009 -14.27979  -0.2576
H 15.42872 5.66278 -11.61738  0.3325
H 16.73916 6.20495 -12.52067  0.2837
H 16.56598 4.47331 -12.24966  0.4009
H 16.07854 4.80025 -14.59761  0.2206
H 14.22488 3.51926 -12.96309  0.3063
H 14.26508 3.49709 -14.73088  0.3043
Cl 12.57651 12.97856 -15.42036  -0.1597
C 13.04041 11.54575 -16.38730  -0.1039
Cl 14.71261 11.84956 -16.95157  -0.1358
H 12.94953 10.68317 -15.72716  0.1953
H 12.38286 11.53304 -17.25654  0.2140

Cartesian forces, eV/Å:
O -1.55 0.98 -0.73
C 1.15 -3.37 -0.49
O -0.64 2.37 0.86
C -1.03 2.66 0.50
C 1.12 -1.73 2.77
F 0.53 0.47 -0.71
O -0.14 -0.36 -1.91
H -0.16 -0.63 -0.19
H 0.52 -0.02 -0.36
H 0.10 -0.36 0.28
O -0.25 -0.45 -0.18
C 0.34 0.35 0.94
O 0.25 -1.16 0.01
C 0.68 -0.41 -1.33
C -1.45 -1.98 -1.35
F 0.32 2.67 2.71
O -1.12 0.38 -0.29
H 0.20 -0.34 -0.08
H 0.43 0.43 0.15
H 0.62 0.46 -0.68
O 5.92 -4.00 1.53
C -5.30 4.45 -1.22
O -1.86 2.67 1.04
C 2.68 0.00 -0.75
C -1.10 -2.08 -0.13
F -0.09 -1.33 -0.08
O -1.72 -0.49 -1.40
H 0.60 0.67 0.46
H 0.15 0.30 -0.27
H 0.73 -0.24 0.77
O 0.99 -0.19 1.54
C 0.80 -0.10 -2.94
O -1.91 0.77 1.48
C -2.67 1.11 0.01
C -2.33 -0.01 1.00
F 1.34 -0.14 0.54
O 2.06 -1.25 -1.63
H 0.31 0.06 0.17
H 0.62 -0.03 0.23
H 0.81 -0.18 -0.37
O 0.14 0.50 0.70
C -0.82 -0.32 -0.76
O 0.88 -0.23 -1.25
C -1.10 -0.31 1.84
C -0.30 -1.90 0.91
F 0.02 1.59 -0.15
O 1.05 0.27 -0.09
H -0.06 -0.24 -0.38
H 0.43 0.46 -0.53
H -0.28 0.19 -0.30
C 0.35 0.14 0.67
C -1.54 0.08 -1.26
C -1.44 1.04 0.43
O 1.92 -0.53 0.00
C 0.76 -0.72 -2.24
O -3.88 0.51 1.99
O 3.01 0.15 0.09
H -0.17 0.46 0.00
H -0.18 -0.35 -0.68
H 0.22 -0.23 0.06
H -0.08 0.01 -0.04
H 0.95 -0.31 0.59
H 0.11 -0.22 0.39
C 0.64 0.11 1.18
C 0.06 0.78 -2.77
C 0.41 0.71 -0.57
O -1.18 -0.68 0.96
C -0.69 -1.66 2.57
O 1.65 1.96 -4.27
O -0.61 -0.09 1.72
H 0.07 0.45 0.40
H 0.00 -0.08 0.41
H -0.26 -0.28 -0.12
H 0.27 -0.83 0.36
H -0.79 -0.23 0.42
H 0.46 -0.21 -0.28
C 0.23 -0.19 -0.87
C 0.71 0.25 2.64
C 0.20 -0.58 -0.60
O -0.55 -1.70 0.76
C -1.16 1.71 -0.84
O 0.66 -0.56 0.65
O 1.19 0.91 -0.91
H -0.81 -0.31 -0.41
H 0.18 -0.09 -0.50
H 0.09 -0.01 0.10
H 0.05 0.57 -0.16
H -0.62 0.30 0.09
H -0.14 -0.19 0.06
Cl -0.28 -0.19 0.07
C 0.06 1.00 0.11
Cl -0.29 -0.63 0.04
H 0.31 0.02 -0.41
H 0.20 -0.26 0.22